ORCA calculation (the ωB97M-V functional and the def2-TZVPD basis) on a cluster of 3 separate species, C3H13NO3 in total in a non-equilibrium geometry.

Values from the calculation:
structure (SMILES) = CCNCO.O.O
2S+1 = 1
frontier orbital gap = 9.546 eV
lowest unoccupied orbital energy = 0.6 eV
HOMO = -0.328 Ha
calculated total energy = -402.53688 a.u.

Each line ends with the natural charge from an NBO analysis.
Geometry (Å):
C  -2.2726  0.9423  2.2719  -0.63
C  -1.5835  1.5516  1.0731  -0.22
N  -1.8476  0.8192  -0.2099  -0.64
C  -1.5185  -0.5677  -0.0800  0.09
O  -1.5642  -1.2049  -1.3356  -0.72
H  -2.1661  1.6624  3.0694  0.22
H  -3.2413  0.5980  1.9436  0.22
H  -1.7555  0.0343  2.6138  0.20
H  -0.5084  1.7160  1.1104  0.17
H  -2.0111  2.5548  0.9540  0.19
H  -1.1769  1.2359  -0.8429  0.36
H  -0.5036  -0.7710  0.3114  0.13
H  -2.1843  -1.0530  0.6463  0.15
H  -2.4840  -1.4129  -1.5272  0.47
O  1.8000  1.3309  -2.3016  -0.94
H  2.5984  1.8402  -2.1131  0.47
H  2.1032  0.4954  -2.6756  0.47
O  6.1442  -2.9329  -0.7892  -0.94
H  6.8064  -3.6295  -0.8399  0.47
H  5.3653  -3.2091  -1.2789  0.47

Cartesian forces (eV/Å) of the 3 atoms listed first:
C 1.72 -0.91 -0.31
C -0.63 0.41 -1.46
N 0.00 0.76 1.07

---

ORCA calculation (the ωB97M-V functional and the def2-TZVPD basis) on a cluster of 10 separate species, C42H70NO23S in total in a non-equilibrium geometry.

Values from the calculation:
charge = +1
2S+1 = 1
frontier orbital gap = 8.749 eV
lowest unoccupied orbital energy = -2.4 eV
HOMO = -0.408 Ha
calculated total energy = -3825.58860 a.u.

Each line ends with the Mulliken charge.
Geometry (Å):
C  0.6840  -1.1374  -2.7261  -1.20
C  -0.1990  0.1305  -2.5891  -0.38
N  -0.2221  0.7292  -1.1916  0.28
C  1.0892  1.3920  -0.9454  -0.74
C  1.3613  1.8338  0.5321  0.26
C  2.8933  2.1693  0.6484  -0.97
S  3.8704  0.6515  0.9434  1.28
O  5.2704  0.8853  0.5085  -0.66
O  3.3227  -0.5169  0.1865  -0.65
O  3.7944  0.2335  2.5435  -0.36
C  -0.5621  -0.3425  -0.2301  -1.20
O  -1.7405  -1.0282  -0.6631  -0.25
O  -1.7796  -2.3056  -0.0843  -0.31
H  0.6799  -1.4043  -3.8010  0.44
H  1.7454  -0.9913  -2.4466  0.22
H  0.3098  -2.0225  -2.1771  0.39
H  -1.2381  0.0023  -2.9416  0.46
H  0.2527  0.9289  -3.2578  0.48
H  -0.9583  1.4383  -1.1948  0.43
H  1.9591  0.8129  -1.2988  0.29
H  1.0744  2.3252  -1.5531  0.26
H  1.1654  1.0671  1.2981  0.03
H  0.8153  2.7718  0.7426  -0.11
H  2.9735  2.8603  1.5265  0.51
H  3.2973  2.7085  -0.2270  0.50
H  3.8342  -0.7405  2.5063  0.27
H  0.2691  -1.0338  0.0044  0.56
H  -0.8399  0.1607  0.7319  0.84
H  -1.7801  -2.1489  0.8763  0.31
O  3.7633  -3.7391  3.6472  -0.59
C  4.7303  -3.4641  4.2996  0.62
O  5.2354  -4.2613  5.2679  -0.36
C  6.3224  -3.5899  5.9284  -0.43
C  6.8072  -2.5489  4.9385  -0.65
C  5.5261  -2.1879  4.2062  -0.24
H  5.9444  -3.1426  6.8514  0.24
H  7.0971  -4.3122  6.1797  0.35
H  7.3013  -1.7010  5.4112  0.35
H  7.5138  -3.0014  4.2395  0.28
H  4.9755  -1.3918  4.7137  0.17
H  5.7146  -1.9218  3.1673  0.30
O  -0.4146  1.4688  3.0469  -0.55
C  -0.0888  1.0121  4.1146  0.45
O  -0.9168  0.2934  4.9077  -0.35
C  -0.2576  -0.0012  6.1532  -0.53
C  1.2235  0.1127  5.8540  -0.50
C  1.2515  1.1900  4.7822  0.33
H  -0.5893  0.7231  6.9010  0.27
H  -0.5349  -1.0006  6.4843  0.38
H  1.8225  0.3478  6.7327  0.37
H  1.5920  -0.8288  5.4382  0.18
H  1.3017  2.1927  5.2114  0.28
H  2.0631  1.0390  4.0736  -0.27
O  2.2169  4.1751  2.6840  -0.62
C  1.7195  5.2515  2.4657  0.44
O  2.4383  6.3685  2.2570  -0.34
C  1.5538  7.5024  2.1364  -0.44
C  0.2161  6.9159  1.7383  -0.40
C  0.2432  5.5616  2.4298  -0.22
H  1.5139  8.0161  3.0991  0.24
H  1.9392  8.1894  1.3888  0.36
H  -0.6280  7.5408  2.0217  0.26
H  0.1802  6.7750  0.6551  0.21
H  -0.1309  5.6172  3.4540  0.32
H  -0.3007  4.8049  1.8676  0.15
O  0.3814  10.1178  1.4946  -0.56
C  -0.6491  10.7161  1.6321  0.54
O  -1.6126  10.7661  0.6835  -0.35
C  -2.6652  11.6492  1.1091  -0.44
C  -2.5460  11.7099  2.6186  -0.48
C  -1.0493  11.5439  2.8280  -0.41
H  -2.5116  12.6239  0.6397  0.28
H  -3.6261  11.2515  0.7867  0.32
H  -2.9533  12.6251  3.0459  0.32
H  -3.0753  10.8655  3.0668  0.26
H  -0.5224  12.4991  2.7883  0.29
H  -0.8231  11.0230  3.7555  0.25
O  -6.6618  -4.1236  3.6838  -0.57
C  -5.5093  -3.8225  3.6024  0.42
O  -5.0112  -2.6326  4.0381  -0.37
C  -3.6230  -2.5396  3.6957  -0.09
C  -3.1616  -3.9683  3.5103  -0.62
C  -4.4113  -4.6487  2.9786  -0.11
H  -3.5271  -1.9469  2.7790  0.17
H  -3.0803  -2.0384  4.4965  0.17
H  -2.2961  -4.0564  2.8521  0.32
H  -2.8929  -4.4003  4.4766  0.32
H  -4.4844  -4.5745  1.8913  0.18
H  -4.4715  -5.6879  3.2963  0.18
O  1.2095  0.6596  -4.8355  -0.73
C  2.3672  0.9874  -4.9088  0.71
O  2.8328  2.1644  -4.4379  -0.39
C  4.2279  2.3007  -4.7755  -0.45
C  4.7186  0.8861  -5.0039  -0.55
C  3.4771  0.2024  -5.5552  -0.47
H  4.3078  2.9192  -5.6721  0.28
H  4.7539  2.7935  -3.9592  0.33
H  5.5824  0.8325  -5.6642  0.35
H  4.9963  0.4304  -4.0498  0.26
H  3.3985  0.3093  -6.6392  0.29
H  3.4305  -0.8467  -5.2695  0.32
O  -4.0030  -8.3535  2.2870  -0.63
C  -4.6075  -8.3227  1.2500  0.48
O  -4.0643  -8.6266  0.0471  -0.31
C  -5.0289  -8.3828  -0.9952  -0.02
C  -6.3772  -8.4306  -0.3057  -0.63
C  -6.0467  -7.9048  1.0818  -0.27
H  -4.8237  -7.4048  -1.4379  0.22
H  -4.9366  -9.1405  -1.7641  0.00
H  -7.1459  -7.8587  -0.8240  0.37
H  -6.7204  -9.4653  -0.2332  0.28
H  -6.1065  -6.8152  1.1298  0.13
H  -6.6753  -8.3561  1.8458  0.36
O  -4.7730  -9.6715  -3.8821  -0.61
C  -3.6178  -9.3539  -3.9489  0.61
O  -3.1284  -8.1615  -3.5086  -0.31
C  -1.7323  -8.0703  -3.8400  -0.40
C  -1.2658  -9.4994  -4.0203  -0.51
C  -2.5127  -10.1778  -4.5609  -0.44
H  -1.6313  -7.4822  -4.7563  0.25
H  -1.2020  -7.5632  -3.0350  0.31
H  -0.3969  -9.5895  -4.6713  0.33
H  -1.0050  -9.9291  -3.0504  0.27
H  -2.5789  -10.1054  -5.6481  0.27
H  -2.5793  -11.2153  -4.2425  0.28
O  2.1942  2.6528  -8.1322  -0.59
C  1.1196  3.1755  -8.0457  0.54
O  0.2054  3.1681  -9.0428  -0.36
C  -0.9266  3.9694  -8.6684  -0.45
C  -0.8911  4.0231  -7.1542  -0.58
C  0.6003  3.9610  -6.8667  0.12
H  -0.8184  4.9575  -9.1227  0.26
H  -1.8385  3.5081  -9.0439  0.34
H  -1.3847  4.9033  -6.7430  0.36
H  -1.3816  3.1385  -6.7402  0.24
H  1.0595  4.9516  -6.8723  0.30
H  0.8143  3.4469  -5.9318  -0.17

Cartesian forces (eV/Å) of the 3 atoms listed first:
C -0.37 -0.26 -0.10
C 0.75 0.68 -1.58
N 0.14 -1.48 -0.98